Record 1
This record from the Open Molecules 2025 dataset describes a 3-piece molecular cluster, C3H8O4S overall in a non-equilibrium geometry. The level of theory is the ωB97M-V functional and the def2-TZVPD basis.

For the maximum force, the calculation gives 0.072 Eh/bohr. For the calculated total energy, the calculation gives -818.218308 hartree. The net charge is -2. As for the HOMO energy: 0.62 eV. The orbital gap is 5.5 eV. The value obtained for the relative energy (zero: lowest compared OMol25 entry of this formula, charge and spin) is 43.08 kcal per mole.

Each line ends with the natural charge from an NBO analysis.
Cartesian coordinates (Å):
O1 2.649 0.140 -0.858  -0.8101
C1 1.416 0.227 -1.095  0.7379
O2 0.757 -0.472 -1.937  -0.8400
C2 0.736 0.920 0.048  -0.5232
C3 -0.784 1.082 -0.208  -0.5280
S1 -1.614 1.877 1.271  -0.8217
H1 1.321 1.950 0.198  0.2164
H2 1.071 0.257 1.010  0.2014
H3 -1.057 2.003 -0.961  0.1820
H4 -1.441 0.255 -0.632  0.1918
H5 -1.027 -1.613 2.816  0.4665
H6 0.053 -1.293 1.769  0.4911
O3 -0.072 -1.538 2.692  -0.9612
H7 0.029 -2.846 -1.852  0.4916
H8 -1.274 -2.233 -1.548  0.4868
O4 -0.842 -3.116 -1.599  -0.9811

Record 2
This record from the Open Molecules 2025 dataset describes C3H8O4S as an isolated structure in a non-equilibrium geometry. The level of theory is the ωB97M-V functional and the def2-TZVPD basis.

For the maximum force, the calculation gives 0.089 Eh/bohr. For the calculated total energy, the calculation gives -818.169854 hartree. The net charge is -2. As for the HOMO energy: -0.33 eV. The orbital gap is 6.1 eV. The value obtained for the relative energy (zero: lowest compared OMol25 entry of this formula, charge and spin) is 73.48 kcal per mole.

Each line ends with the natural charge from an NBO analysis.
Cartesian coordinates (Å):
O1 1.726 -1.601 1.005  -0.7147
C1 1.291 -0.729 0.254  0.6933
O2 1.453 -0.804 -1.063  -0.7967
C2 0.382 0.363 0.705  -0.4819
C3 0.165 1.688 -0.045  -0.5359
S1 -0.852 2.843 0.950  -0.7531
H1 1.598 0.464 0.862  0.2839
H2 0.103 0.425 1.764  0.2400
H3 1.135 2.057 -0.388  0.1794
H4 -0.373 1.513 -0.970  0.1974
H5 -1.728 -0.059 0.442  0.4827
H6 -2.606 0.766 1.258  0.4826
O3 -2.645 -0.063 0.757  -0.9756
H7 0.834 -1.519 -1.551  0.5287
H8 -0.450 -2.935 -1.642  0.4098
O4 -0.033 -2.409 -2.338  -1.2398

Record 3
This record from the Open Molecules 2025 dataset describes C3H8OS as an isolated structure in a non-equilibrium geometry. The level of theory is the ωB97M-V functional and the def2-TZVPD basis.

For the maximum force, the calculation gives 0.154 Eh/bohr. For the calculated total energy, the calculation gives -592.352568 hartree. The net charge is 0. As for the HOMO energy: -9.05 eV. The orbital gap is 8.5 eV. The value obtained for the relative energy (zero: lowest compared OMol25 entry of this formula, charge and spin) is 103.84 kcal per mole.

Each line ends with the natural charge from an NBO analysis.
Cartesian coordinates (Å):
C1 1.070 -0.427 -0.436  -0.0561
C2 0.198 0.661 0.309  -0.4132
C3 -1.421 0.712 -0.210  -0.5246
H1 2.366 -1.797 0.545  0.4630
H2 1.052 0.127 -1.447  0.1489
H3 0.479 -1.354 -0.443  0.1658
H4 0.640 1.660 0.024  0.2057
H5 0.286 0.571 1.347  0.1952
H6 -2.000 1.489 0.421  0.2169
H7 -1.383 1.071 -1.176  0.2000
H8 -1.118 -1.220 1.159  0.1153
O1 2.292 -0.671 -0.021  -0.6808
S1 -2.460 -0.820 -0.073  -0.0360